# C4H5NO3

C4H5NO3 in the gas phase at a distorted geometry (wB97M-V/def2-TZVPD, the OMol25 dataset).

The calculation puts the frontier orbital gap at 8.94 eV. As for the charge: 0. The calculation puts the energy relative to the best compared isomer or geometry (same formula, charge and spin) at 148.70 kcal per mole. Its molecular weight is 115.088 g/mol. As for the structure (SMILES): Oc1cc(O)c(O)[nH]1. Its highest occupied orbital energy is -8.48 eV.

XYZ file:
```
13
C4H5NO3 wB97M-V/def2-TZVPD
O 1.715 -1.589 -0.338
C 0.856 -0.654 0.475
N -0.517 -1.225 -0.029
O 1.814 1.731 -0.076
H -3.133 0.875 -0.206
O -2.656 -0.030 -0.048
H -0.959 -2.303 0.320
H 2.528 -1.945 0.387
C 0.779 0.677 0.410
H 2.613 1.289 -0.695
H -1.239 2.074 -0.058
C -0.553 1.124 -0.093
C -1.250 -0.022 -0.050
```

Mulliken atomic charge list, values in e, 4 entries: -0.506, -0.248, -0.238, -0.563

# C4H5NO3

C4H5NO3 in the gas phase at a distorted geometry (wB97M-V/def2-TZVPD, the OMol25 dataset).

The calculation puts the frontier orbital gap at 10.43 eV. As for the charge: 0. The calculation puts the energy relative to the best compared isomer or geometry (same formula, charge and spin) at 47.65 kcal per mole. Its molecular weight is 115.088 g/mol. As for the structure (SMILES): O=C(O)C(=O)N1CC1. Its highest occupied orbital energy is -10.10 eV.

XYZ file:
```
13
C4H5NO3 wB97M-V/def2-TZVPD
H -1.230 1.152 0.874
C 1.946 0.186 0.159
C 0.758 -0.919 0.117
H -2.253 -1.199 -0.930
H 2.176 2.053 -0.323
C -1.671 -0.828 -0.110
H -1.684 1.326 -0.858
O 0.827 -1.998 0.658
O 1.501 1.358 -0.249
H -1.808 -1.371 0.807
N -0.363 -0.376 -0.344
C -1.368 0.651 -0.065
O 3.169 -0.035 0.263
```

Mulliken atomic charge list, values in e, 4 entries: 0.226, 0.583, 0.437, 0.234

# C4H5NO3

A molecular structure, C4H5NO3 at a distorted geometry (wB97M-V/def2-TZVPD, the OMol25 dataset).

The calculation puts the frontier orbital gap at 8.08 eV. As for the charge: 0. The calculation puts the energy relative to the best compared isomer or geometry (same formula, charge and spin) at 123.79 kcal per mole. Its molecular weight is 115.088 g/mol. Its highest occupied orbital energy is -7.86 eV.

XYZ file:
```
13
C4H5NO3 wB97M-V/def2-TZVPD
C -0.966 1.515 0.028
H 0.869 2.556 -0.499
C 0.037 -0.559 0.047
O 0.512 -1.895 0.225
C -1.249 0.109 -0.093
H -1.625 2.385 0.390
C 1.034 0.449 0.229
O 2.342 -0.009 -0.385
N 0.327 1.671 0.247
H 1.033 -2.071 1.111
H -2.107 -1.672 -0.391
O -2.296 -0.720 -0.217
H 1.938 -0.990 -0.584
```

Mulliken atomic charge list, values in e, 4 entries: -0.662, 0.371, 0.504, -0.706

# C4H5NO3

C4H5NO3 in the gas phase at a distorted geometry (wB97M-V/def2-TZVPD, the OMol25 dataset).

The calculation puts the frontier orbital gap at 10.43 eV. As for the charge: 0. The calculation puts the energy relative to the best compared isomer or geometry (same formula, charge and spin) at 188.79 kcal per mole. Its molecular weight is 115.088 g/mol. As for the structure (SMILES): O=C1NOC[C@@H]2O[C@@H]12. Its highest occupied orbital energy is -9.84 eV.

XYZ file:
```
13
C4H5NO3 wB97M-V/def2-TZVPD
H -1.687 -0.779 0.842
C -0.561 1.005 0.047
C -0.240 -1.124 -0.964
H -0.139 -2.275 -0.717
O 1.093 -0.512 -0.601
H 2.340 0.232 0.712
H -0.028 1.113 -0.992
C 0.645 1.147 1.085
O 1.095 1.815 1.994
O -1.990 0.762 -0.210
H -0.611 -0.943 -1.973
C -1.110 -0.248 -0.055
N 1.193 -0.194 0.834
```

Mulliken atomic charge list, values in e, 4 entries: 0.239, -0.101, -0.360, 0.285

# C4H5NOS

A molecular structure, C4H5NOS at a distorted geometry (wB97M-V/def2-TZVPD, the OMol25 dataset).

The calculation puts the frontier orbital gap at 9.22 eV. As for the charge: 0. The calculation puts the energy relative to the best compared isomer or geometry (same formula, charge and spin) at 124.96 kcal per mole. Its molecular weight is 115.157 g/mol. Its highest occupied orbital energy is -8.45 eV.

XYZ file:
```
12
C4H5NOS wB97M-V/def2-TZVPD
H -2.244 -1.751 -1.528
H 0.666 1.020 -0.998
C 1.605 -0.947 -0.045
H -0.047 0.851 1.948
H 2.587 -1.551 -0.115
N -0.833 -0.603 0.842
S -2.134 -0.411 -1.671
C 0.297 0.383 1.095
C -0.100 1.097 -0.178
H -0.321 2.156 -0.076
O 1.588 -0.240 1.006
C -1.065 -0.004 -0.281
```

Mulliken atomic charge list, values in e, 4 entries: 0.161, 0.240, -0.269, 0.512

# C4H5NOS

2 unconnected molecules or ions with the total composition C4H5NOS at a distorted geometry (wB97M-V/def2-TZVPD, the OMol25 dataset).

The calculation puts the frontier orbital gap (spin up / spin down) at 8.15 / 8.15 eV. As for the charge: 0. The calculation puts the energy relative to the best compared isomer or geometry (same formula, charge and spin) at 99.11 kcal per mole. Its molecular weight is 115.157 g/mol. Its highest occupied orbital energy (spin up / spin down) is -8.96 / -8.96 eV.

XYZ file:
```
12
C4H5NOS wB97M-V/def2-TZVPD
H 0.046 2.379 -1.434
H -1.214 -0.963 0.755
H 0.647 0.668 -1.818
H -0.624 -2.639 0.749
C -0.711 -1.689 0.249
S 1.013 -1.102 0.148
H -1.034 -1.684 -0.772
C 0.288 1.443 -1.012
O 1.312 -0.940 -1.283
N -0.045 1.838 2.645
C 0.103 1.471 1.557
C 0.220 1.218 0.216
```

Mulliken atomic charge list, values in e, 4 entries: 0.315, 0.321, 0.340, 0.301

# C4H5NOS

C4H5NOS in the gas phase at a distorted geometry (wB97M-V/def2-TZVPD, the OMol25 dataset).

The calculation puts the frontier orbital gap at 8.02 eV. As for the charge: 0. The calculation puts the energy relative to the best compared isomer or geometry (same formula, charge and spin) at 134.04 kcal per mole. Its molecular weight is 115.157 g/mol. Its highest occupied orbital energy is -7.95 eV.

XYZ file:
```
12
C4H5NOS wB97M-V/def2-TZVPD
H -3.101 -3.332 -1.661
C -2.432 -2.707 -1.026
C -0.083 -2.659 -0.742
O -1.231 -3.172 -1.280
C 0.399 -0.408 0.136
H -0.177 2.544 0.787
H 1.290 2.649 1.782
H 1.401 2.073 0.098
C 0.789 2.095 0.994
S 0.530 0.382 1.599
N 0.056 -1.549 -0.143
H 0.756 -3.326 -0.911
```

Mulliken atomic charge list, values in e, 4 entries: 0.156, -0.324, 0.077, -0.229

# C4H5NOS

C4H5NOS in the gas phase at a distorted geometry (wB97M-V/def2-TZVPD, the OMol25 dataset).

The calculation puts the frontier orbital gap at 8.10 eV. As for the charge: 0. The calculation puts the energy relative to the best compared isomer or geometry (same formula, charge and spin) at 67.86 kcal per mole. Its molecular weight is 115.157 g/mol. As for the structure (SMILES): O=C(C=S)N1CC1. Its highest occupied orbital energy is -8.99 eV.

XYZ file:
```
12
C4H5NOS wB97M-V/def2-TZVPD
H -0.669 -1.987 2.129
H -1.306 1.170 -1.580
C -0.243 0.754 -1.528
C -0.470 -1.044 0.177
N 0.141 -0.123 -0.492
C 0.639 1.250 -0.287
H 0.251 0.411 -2.442
H 1.816 1.320 -0.507
O -1.371 -1.845 -0.214
S 1.054 -0.491 2.575
C -0.055 -1.245 1.700
H 0.212 1.831 0.469
```

Mulliken atomic charge list, values in e, 4 entries: 0.373, 0.234, -0.413, 0.553

# C4H5NOS2

C4H5NOS2 in the gas phase at a distorted geometry (wB97M-V/def2-TZVPD, the OMol25 dataset).

The calculation puts the frontier orbital gap at 8.93 eV. As for the charge: 0. The calculation puts the energy relative to the best compared isomer or geometry (same formula, charge and spin) at 23.69 kcal per mole. Its molecular weight is 147.224 g/mol. As for the structure (SMILES): O=CSC1=NSCC1. Its highest occupied orbital energy is -8.54 eV.

XYZ file:
```
13
C4H5NOS2 wB97M-V/def2-TZVPD
C 2.733 0.193 -0.062
S -2.553 -0.329 -0.224
H -2.067 1.172 1.558
H 3.787 -0.110 0.185
N -0.971 -1.114 -0.320
C -0.300 1.177 0.172
H 0.227 1.651 0.976
H -0.018 1.762 -0.698
H -2.253 2.165 -0.001
S 1.531 -1.099 0.302
O 2.498 1.290 -0.501
C -1.854 1.216 0.459
C 0.001 -0.304 -0.072
```

Mulliken atomic charge list, values in e, 4 entries: 0.091, -0.049, 0.312, 0.312

# C4H5NOS2

C4H5NOS2 in the gas phase at a distorted geometry (wB97M-V/def2-TZVPD, the OMol25 dataset).

The calculation puts the frontier orbital gap at 8.05 eV. As for the charge: 0. The calculation puts the energy relative to the best compared isomer or geometry (same formula, charge and spin) at 14.14 kcal per mole. Its molecular weight is 147.224 g/mol. As for the structure (SMILES): N/C=C(/C=S)C(=O)S. Its highest occupied orbital energy is -8.36 eV.

XYZ file:
```
13
C4H5NOS2 wB97M-V/def2-TZVPD
N -2.394 -1.260 -0.264
S 0.992 0.376 -2.618
H -3.202 -1.629 -0.688
C -1.345 -0.715 -0.867
S 1.169 0.899 1.984
C 0.872 0.233 -0.998
H -2.253 -1.337 0.773
H -1.418 -0.676 -1.997
C -0.192 -0.057 1.272
H 0.929 0.359 3.298
H 1.738 0.543 -0.424
O -1.027 -0.576 1.973
C -0.235 -0.166 -0.198
```

Mulliken atomic charge list, values in e, 4 entries: -0.291, -0.323, 0.174, -0.153

# C4H5NP2

2 unconnected molecules or ions with the total composition C4H5NP2 at a distorted geometry (wB97M-V/def2-TZVPD, the OMol25 dataset).

The calculation puts the frontier orbital gap at 8.34 eV. As for the charge: 0. The calculation puts the energy relative to the best compared isomer or geometry (same formula, charge and spin) at 73.29 kcal per mole. Its molecular weight is 129.039 g/mol. Its highest occupied orbital energy is -8.88 eV.

XYZ file:
```
12
C4H5NP2 wB97M-V/def2-TZVPD
H 2.379 1.533 0.203
H 3.351 0.177 0.763
C 2.269 0.585 0.756
H -5.063 0.002 -1.595
P -3.553 0.630 -0.038
N -4.122 -0.233 -1.194
C -1.779 0.306 -0.048
H 2.449 -2.306 0.002
P 1.353 -1.830 -0.614
H 1.883 1.076 1.806
C -0.602 0.415 -0.137
C 1.437 -0.353 0.096
```

Mulliken atomic charge list, values in e, 4 entries: 0.285, 0.308, -0.728, 0.257

# C4H5NS

C4H5NS in the gas phase at a distorted geometry (wB97M-V/def2-TZVPD, the OMol25 dataset).

The calculation puts the frontier orbital gap (spin up / spin down) at 8.73 / 8.73 eV. As for the charge: 0. The calculation puts the energy relative to the best compared isomer or geometry (same formula, charge and spin) at 82.39 kcal per mole. Its molecular weight is 99.158 g/mol. Its highest occupied orbital energy (spin up / spin down) is -8.44 / -8.44 eV.

XYZ file:
```
11
C4H5NS wB97M-V/def2-TZVPD
H 2.234 0.366 -1.523
H -2.079 -0.934 -0.440
C 0.981 -0.145 0.513
C -1.231 0.992 -0.165
S 2.549 -0.087 -0.261
C -1.251 -0.434 -0.228
C -0.142 -1.030 0.239
N -0.194 1.636 0.078
H 1.142 -0.035 1.652
H -2.093 1.666 -0.347
H 0.084 -1.996 0.483
```

Mulliken atomic charge list, values in e, 4 entries: 0.147, 0.499, -0.301, 0.137